This record from the Open Molecules 2025 dataset describes a structure of composition C24H29AsKN2PSe2. The level of theory is ωB97M-V/def2-TZVPD.

## Properties
Energy (Eh): -9021.44992
Largest force on an atom (eV/A): 0.7
Charge: 0
ΔE to the lowest compared entry with this formula, charge and spin (kJ/mol): 31.8
HOMO (eV): -7.54
Kohn-Sham gap (eV): 7.73

Structure (XYZ):
```
60
C24H29AsKN2PSe2 (ωB97M-V/def2-TZVPD)
K -0.23 0.10 0.09
C -1.57 2.56 0.93
C -2.40 1.55 1.38
C -3.10 0.76 0.47
C -2.96 1.00 -0.89
C -2.13 2.00 -1.34
C -1.44 2.79 -0.43
H -1.05 3.19 1.63
H -2.52 1.37 2.44
H -3.75 -0.02 0.83
H -3.54 0.41 -1.60
H -2.05 2.20 -2.40
H -0.82 3.60 -0.79
Se 2.12 -0.08 1.89
P 0.89 -1.49 2.94
Se -0.96 -2.09 2.07
C 0.63 -0.82 4.61
C -0.63 -0.52 5.11
C -0.75 0.01 6.39
C 0.38 0.25 7.15
C 1.64 -0.04 6.64
C 1.76 -0.57 5.37
C 1.88 -3.00 3.25
C 3.13 -3.21 2.71
C 3.79 -4.41 2.92
C 3.19 -5.41 3.67
C 1.93 -5.20 4.21
C 1.27 -4.00 4.00
H -1.51 -0.73 4.52
H -1.73 0.26 6.78
H 0.30 0.66 8.14
H 2.53 0.17 7.21
H 2.74 -0.80 4.95
H 3.61 -2.42 2.14
H 4.78 -4.56 2.50
H 3.70 -6.35 3.83
H 1.45 -5.98 4.78
H 0.29 -3.82 4.42
C -1.38 -1.53 -4.01
As -1.19 -1.81 -2.08
C -0.08 -3.42 -2.18
C -2.88 -2.74 -1.77
H -1.81 -2.41 -4.50
H -0.40 -1.32 -4.45
H -2.03 -0.67 -4.21
H -0.50 -4.13 -2.89
H -0.04 -3.88 -1.19
H 0.94 -3.16 -2.48
H -2.99 -3.60 -2.45
H -3.73 -2.08 -1.92
H -2.90 -3.10 -0.74
N 2.70 -0.60 -1.55
C 3.71 -0.35 -2.40
C 3.15 0.27 -3.49
C 1.79 0.36 -3.19
N 1.54 -0.17 -2.00
H 2.77 -0.98 -0.61
H 4.72 -0.63 -2.20
H 3.65 0.62 -4.37
H 0.99 0.78 -3.78
```

Results of the Mulliken charge analysis, in e, for atoms 1 through 8: atom 1 (K): 0.834, atom 2 (C): -0.474, atom 3 (C): -0.394, atom 4 (C): -0.211, atom 5 (C): -0.392, atom 6 (C): -0.414, atom 7 (C): -0.453, atom 8 (H): 0.383